Run 1
Entry from the Open Molecules 2025 dataset: a 2-piece molecular cluster, C2H6O4 overall (ωB97M-V/def2-TZVPD).

Positions of all 12 atoms, in Å:
1 O 2.42 -2.02 -2.80
2 O 0.52 3.52 -0.76
3 O 0.00 0.00 0.00
4 O -1.08 1.92 -0.56
5 C -0.12 0.95 -0.97
6 C -0.65 3.16 -0.51
7 H -0.36 0.55 -1.97
8 H 0.88 1.41 -1.02
9 H 2.37 -1.05 -2.67
10 H -0.88 -0.42 0.07
11 H 1.56 -2.27 -3.20
12 H -1.48 3.75 -0.07

The HOMO energy comes out at -10.927 eV. Its LUMO energy is 0.4 eV. Its total charge is 0. As for the SMILES: O=COCO.O.

Run 2
Entry from the Open Molecules 2025 dataset: one molecule with the formula C2H6O4 (ωB97M-V/def2-TZVPD).

Positions of all 12 atoms, in Å:
1 O 0.00 -0.41 -0.61
2 O -1.79 -1.47 0.15
3 O 0.85 0.71 -0.52
4 O -1.91 0.81 -0.19
5 C -1.14 -0.26 0.21
6 C 1.99 0.42 0.26
7 H 2.53 1.37 0.29
8 H -2.00 -1.69 -0.76
9 H 1.72 0.12 1.27
10 H 2.61 -0.35 -0.21
11 H -1.99 0.81 -1.15
12 H -0.88 -0.08 1.26

The HOMO energy comes out at -10.429 eV. Its LUMO energy is 0.8 eV. Its total charge is 0. As for the SMILES: COOC(O)O.

Run 3
Entry from the Open Molecules 2025 dataset: a 2-piece molecular cluster, C2H6O4 overall (ωB97M-V/def2-TZVPD).

Positions of all 12 atoms, in Å:
1 O 0.82 -1.74 1.61
2 O 2.88 -0.84 -0.01
3 O -3.50 2.02 -0.87
4 O -0.75 -0.52 0.56
5 C 0.56 -0.94 0.76
6 C 1.61 -0.28 -0.22
7 H -1.24 -1.16 1.14
8 H 1.64 0.80 0.05
9 H 1.20 -0.36 -1.24
10 H 3.21 -0.27 0.72
11 H -3.71 1.83 -1.81
12 H -2.72 1.46 -0.68

The HOMO energy comes out at -10.740 eV. Its LUMO energy is 0.4 eV. Its total charge is 0. As for the SMILES: O=C(O)CO.O.

Stability, lowest: run 2

Run 1
Entry from the Open Molecules 2025 dataset: an isolated ion of composition C7H10NOS and charge +1 (ωB97M-V/def2-TZVPD).

Positions of all 20 atoms, in Å:
1 S 1.53 0.67 1.36
2 O 1.59 0.34 -1.20
3 N -0.51 0.91 -0.41
4 C 1.24 -2.04 -1.13
5 C 0.82 0.21 -0.13
6 C -0.05 1.48 1.82
7 C 0.26 -1.84 -0.18
8 C -0.57 2.08 0.50
9 C 1.97 -1.00 -1.61
10 C -0.42 -2.84 0.47
11 H -1.48 2.55 0.58
12 H 0.01 2.13 2.69
13 H -1.06 -2.55 1.25
14 H 0.17 2.71 0.16
15 H -0.37 -3.85 0.14
16 H 1.58 -2.94 -1.55
17 H 2.84 -1.07 -2.24
18 H -1.32 0.21 -0.12
19 H -0.51 1.11 -1.41
20 H -0.80 0.77 2.22

The HOMO energy comes out at -12.330 eV. Its LUMO energy is -3.6 eV. Its total charge is +1.

Run 2
Entry from the Open Molecules 2025 dataset: an isolated ion of composition C7H10NOS and charge +1 (ωB97M-V/def2-TZVPD).

Positions of all 20 atoms, in Å:
1 S 0.70 -1.25 0.53
2 O 1.99 -1.78 0.13
3 N -0.79 -2.31 0.02
4 C -0.90 0.90 -0.17
5 C 1.29 0.54 -1.21
6 C 0.37 -1.15 2.27
7 C -0.13 2.33 -2.09
8 C 1.06 1.60 -2.01
9 C 0.26 0.16 -0.36
10 C -1.09 1.98 -1.06
11 H 2.21 0.06 -1.04
12 H -1.68 0.68 0.64
13 H -1.16 -1.83 -0.79
14 H 0.52 -2.10 2.62
15 H -0.42 -3.20 -0.24
16 H -1.98 2.58 -0.98
17 H 1.08 -0.55 2.79
18 H -0.55 -0.71 2.75
19 H -0.28 3.16 -2.70
20 H 1.82 2.00 -2.53

The HOMO energy comes out at -13.984 eV. Its LUMO energy is -4.3 eV. Its total charge is +1. As for the SMILES: C[S@](=[NH2+])(=O)c1ccccc1.

Stability, lowest: run 1

Run 1
Entry from the Open Molecules 2025 dataset: a 11-piece molecular cluster, C21H33F5N6O27 overall (ωB97M-V/def2-TZVPD).

Positions of all 92 atoms, in Å:
1 F -2.36 6.68 1.42
2 F 2.47 -2.99 5.08
3 F -1.84 5.57 10.28
4 F 7.66 3.67 -1.69
5 F 7.12 -6.23 -1.31
6 O -0.52 -9.31 -2.45
7 O 5.60 -7.52 -0.31
8 O -0.85 2.99 6.55
9 O 6.20 1.21 -0.80
10 O -5.48 -3.98 -1.22
11 O -0.97 4.23 8.53
12 O -2.72 4.86 -5.90
13 O -0.42 9.05 4.18
14 O 5.50 -7.47 1.99
15 O -1.78 -7.90 -1.37
16 O -1.95 8.66 2.54
17 O -2.42 4.57 6.97
18 O 0.87 -3.06 6.54
19 O -1.02 -0.14 -1.79
20 O -7.65 1.85 -4.30
21 O -0.39 -1.78 -0.60
22 O 5.44 3.19 -1.31
23 O 4.35 1.41 -2.04
24 O 0.13 8.37 2.07
25 O 5.42 -5.55 0.64
26 O -1.85 6.58 -5.06
27 O -8.15 1.47 -6.37
28 O -1.37 -2.60 6.96
29 O -5.79 -2.22 -0.06
30 O 1.97 -3.64 -5.85
31 O 3.48 -2.14 -5.98
32 O -0.68 -3.99 5.33
33 N 2.37 -2.52 -6.12
34 N -1.77 5.46 -5.47
35 N -1.36 -8.40 -2.43
36 N -0.74 -0.63 -0.70
37 N -5.57 -3.41 -0.16
38 N -7.43 1.35 -5.42
39 C -6.26 0.46 -5.56
40 C -0.49 7.91 0.87
41 C 1.40 -1.57 -6.81
42 C -1.59 5.45 8.92
43 C -0.72 8.69 3.03
44 C 5.18 -5.40 -0.72
45 C -1.34 3.87 7.25
46 C 0.56 -4.22 4.60
47 C -0.48 -3.17 6.32
48 C 5.53 -6.93 0.91
49 C 1.60 -3.83 5.64
50 C -1.95 7.92 1.29
51 C -0.62 0.39 0.51
52 C -0.42 4.92 -5.35
53 C -2.86 5.37 8.10
54 C 5.30 1.97 -1.51
55 C -5.55 -4.37 0.94
56 C 7.14 1.98 -0.20
57 C 6.76 3.37 -0.70
58 C -1.74 -7.75 -3.71
59 C 5.89 -6.57 -1.32
60 H -6.59 -0.47 -6.02
61 H 0.64 -5.27 4.32
62 H -6.13 -3.88 1.72
63 H -5.67 1.01 -6.30
64 H 0.63 -3.62 3.70
65 H -5.77 0.29 -4.60
66 H -2.82 -7.66 -3.77
67 H -1.35 -8.19 -4.63
68 H -0.40 4.45 -4.36
69 H 6.79 4.08 0.12
70 H -0.27 4.15 -6.11
71 H 7.17 1.94 0.89
72 H -0.20 -0.13 1.37
73 H -2.65 8.47 0.66
74 H -1.33 -6.74 -3.77
75 H -3.32 6.33 7.89
76 H 0.40 -1.62 -6.37
77 H -1.61 0.79 0.73
78 H 2.20 -4.58 6.15
79 H -4.56 -4.52 1.38
80 H 5.58 -4.42 -0.94
81 H -0.40 8.70 0.13
82 H 0.00 7.00 0.54
83 H -3.63 4.88 8.70
84 H 4.10 -5.45 -0.88
85 H 8.09 1.76 -0.68
86 H 5.72 -6.82 -2.37
87 H 1.89 -0.61 -6.68
88 H 0.38 5.66 -5.34
89 H 0.04 1.21 0.22
90 H -1.01 6.31 8.56
91 H 1.28 -1.92 -7.83
92 H -6.02 -5.32 0.67

The HOMO energy comes out at -10.949 eV. Its LUMO energy is -0.3 eV. Its total charge is 0. As for the SMILES: O=C1OC[C@@H](F)O1.O=C1OC[C@@H](F)O1.O=C1OC[C@@H](F)O1.O=C1OC[C@@H](F)O1.O=C1OC[C@@H](F)O1.C[N+](=O)[O-].C[N+](=O)[O-].C[N+](=O)[O-].C[N+](=O)[O-].C[N+](=O)[O-].C[N+](=O)[O-].

Run 2
Entry from the Open Molecules 2025 dataset: a 11-piece molecular cluster, C21H33F5N6O27 overall (ωB97M-V/def2-TZVPD).

Positions of all 92 atoms, in Å:
1 F -24.95 -33.88 -5.02
2 F -24.11 -38.03 -9.24
3 F -25.16 -35.73 -12.98
4 F -22.53 -34.36 -3.00
5 F -18.01 -35.70 -12.31
6 O -23.43 -32.48 -5.98
7 O -20.95 -36.30 -4.74
8 O -20.72 -38.01 -7.35
9 O -18.75 -38.91 -7.36
10 O -24.75 -31.41 -7.26
11 O -28.22 -35.97 -10.89
12 O -24.21 -35.55 -7.69
13 O -24.49 -37.30 -3.58
14 O -26.17 -35.01 -15.02
15 O -26.47 -35.21 -7.44
16 O -24.21 -38.74 -13.67
17 O -24.49 -39.39 -11.65
18 O -20.22 -34.69 -3.39
19 O -24.32 -35.02 -16.20
20 O -20.12 -36.21 -12.01
21 O -22.63 -31.06 -7.47
22 O -27.32 -31.95 -9.89
23 O -19.23 -36.63 -3.23
24 O -21.00 -34.90 -13.61
25 O -22.40 -35.65 -12.03
26 O -22.04 -31.13 -12.85
27 O -25.17 -32.24 -9.84
28 O -24.62 -39.25 -4.66
29 O -25.52 -36.25 -9.26
30 O -26.23 -34.35 -17.20
31 O -29.99 -36.70 -9.85
32 O -23.32 -32.79 -12.33
33 N -22.52 -31.96 -12.00
34 N -25.02 -38.09 -4.39
35 N -24.23 -39.64 -12.83
36 N -19.65 -38.30 -7.87
37 N -26.29 -32.42 -10.28
38 N -28.86 -36.81 -10.22
39 C -26.41 -33.39 -11.44
40 C -19.45 -37.79 -9.25
41 C -21.89 -35.28 -5.00
42 C -23.56 -31.63 -6.93
43 C -21.94 -32.16 -10.64
44 C -23.30 -35.77 -8.78
45 C -25.50 -35.62 -8.06
46 C -20.02 -35.90 -3.78
47 C -23.94 -35.36 -14.88
48 C -25.62 -34.70 -16.22
49 C -28.13 -38.04 -9.82
50 C -25.23 -35.86 -14.35
51 C -21.57 -34.27 -3.94
52 C -21.31 -35.67 -12.55
53 C -19.10 -36.09 -12.93
54 C -19.59 -34.96 -13.80
55 C -25.53 -32.17 -6.47
56 C -24.68 -32.62 -5.32
57 C -26.28 -37.69 -5.07
58 C -23.90 -40.99 -13.42
59 C -24.26 -36.74 -9.63
60 H -26.34 -31.54 -6.09
61 H -21.93 -31.24 -10.05
62 H -22.36 -36.19 -8.42
63 H -27.50 -38.36 -10.64
64 H -22.99 -40.80 -14.00
65 H -24.15 -36.77 -10.71
66 H -24.85 -32.00 -4.44
67 H -23.59 -41.79 -12.75
68 H -26.14 -32.93 -6.96
69 H -20.94 -32.60 -10.76
70 H -28.92 -38.80 -9.81
71 H -21.69 -33.27 -4.33
72 H -26.03 -34.35 -11.10
73 H -23.13 -36.09 -14.82
74 H -22.52 -32.87 -10.06
75 H -20.38 -37.30 -9.53
76 H -19.06 -34.03 -13.58
77 H -24.73 -41.25 -14.07
78 H -18.97 -36.98 -13.55
79 H -26.14 -36.87 -5.78
80 H -25.90 -33.15 -12.37
81 H -27.50 -33.37 -11.57
82 H -21.65 -34.86 -5.98
83 H -19.39 -35.14 -14.86
84 H -26.88 -37.32 -4.25
85 H -18.65 -37.05 -9.32
86 H -23.63 -34.49 -14.29
87 H -25.29 -36.92 -14.59
88 H -27.57 -38.01 -8.89
89 H -19.25 -38.69 -9.83
90 H -23.07 -34.90 -9.40
91 H -26.69 -38.55 -5.60
92 H -22.97 -35.43 -5.03

The HOMO energy comes out at -10.686 eV. Its LUMO energy is -1.1 eV. Its total charge is 0. As for the SMILES: O=C1OC[C@@H](F)O1.O=C1OC[C@@H](F)O1.O=C1OC[C@@H](F)O1.O=C1OC[C@@H](F)O1.O=C1OC[C@@H](F)O1.C[N+](=O)[O-].C[N+](=O)[O-].C[N+](=O)[O-].C[N+](=O)[O-].C[N+](=O)[O-].C[N+](=O)[O-].

Stability, lowest: run 1

Run 1
Entry from the Open Molecules 2025 dataset: a 5-piece molecular cluster, C2H15NO5 overall (ωB97M-V/def2-TZVPD).

Positions of all 23 atoms, in Å:
1 O 0.05 4.56 1.41
2 O 0.74 -3.38 1.15
3 O -4.20 -2.72 -2.93
4 O 1.60 -0.08 -0.64
5 O -1.54 -0.88 -1.21
6 N 0.77 1.35 0.92
7 C 2.06 2.00 0.55
8 C 0.77 -0.09 0.52
9 H 1.16 -0.56 -1.38
10 H -2.32 -0.29 -1.40
11 H 0.82 4.55 1.93
12 H 0.02 1.98 0.57
13 H 1.14 -3.32 1.95
14 H -1.86 -1.76 -1.37
15 H 1.30 -4.00 0.75
16 H -0.22 -0.52 0.33
17 H 1.36 -0.60 1.35
18 H 2.94 1.41 0.98
19 H 2.15 2.11 -0.60
20 H -0.18 3.67 1.20
21 H -4.41 -2.87 -2.06
22 H -4.29 -3.56 -3.21
23 H 2.12 3.00 1.18

The HOMO energy comes out at -8.551 eV. Its LUMO energy is 0.3 eV. Its total charge is 0. As for the SMILES: CNCO.O.O.O.O.

Run 2
Entry from the Open Molecules 2025 dataset: a 6-piece molecular cluster, C2H15NO5 overall (ωB97M-V/def2-TZVPD).

Positions of all 23 atoms, in Å:
1 O 0.29 -1.79 -2.96
2 O 0.99 1.00 -2.74
3 O -2.96 -1.00 1.85
4 O -1.00 -2.00 -0.49
5 O 2.30 1.78 -0.09
6 N -0.14 0.30 1.45
7 C 0.86 0.48 2.52
8 C -0.63 1.33 0.90
9 H 0.74 1.11 -3.66
10 H -0.25 -2.13 -3.68
11 H -0.37 2.38 1.05
12 H -0.54 -1.77 0.33
13 H -2.14 -0.58 2.15
14 H -0.20 -2.01 -2.15
15 H 1.55 1.76 -0.73
16 H -1.62 -1.27 -0.57
17 H -1.26 1.09 0.05
18 H 1.54 1.28 2.22
19 H 0.37 0.69 3.47
20 H 0.80 0.08 -2.50
21 H 1.48 -0.41 2.52
22 H -2.83 -1.94 1.76
23 H 3.04 1.66 -0.69

The HOMO energy comes out at -10.196 eV. Its LUMO energy is 0.6 eV. Its total charge is 0. As for the SMILES: C=NC.O.O.O.O.O.

Stability, lowest: run 1

Run 1
Entry from the Open Molecules 2025 dataset: a 4-piece molecular cluster, C5H17NO2 overall (ωB97M-V/def2-TZVPD).

Positions of all 25 atoms, in Å:
1 O 2.26 -0.90 1.11
2 O 1.90 1.26 -0.66
3 N -1.18 0.39 -0.05
4 C -1.49 -1.45 1.70
5 C -0.49 -0.50 0.95
6 C -0.74 0.41 -1.40
7 C -1.09 1.72 0.43
8 C -0.27 -0.90 -2.12
9 H -1.03 -1.14 -2.80
10 H -0.15 -1.75 -1.52
11 H 2.70 1.70 -0.36
12 H 1.23 -0.59 -0.91
13 H -1.37 0.89 -2.13
14 H 0.03 -1.15 0.26
15 H -2.31 -1.83 1.13
16 H -1.04 -2.36 2.09
17 H 0.64 -0.57 -2.58
18 H -0.10 2.18 0.32
19 H -1.39 1.67 1.51
20 H 2.20 -0.02 0.56
21 H 3.21 -1.03 1.28
22 H 0.14 1.11 -1.50
23 H -1.77 2.42 -0.01
24 H -1.81 -0.81 2.54
25 H 0.23 -0.02 1.53

The HOMO energy comes out at -8.149 eV. Its LUMO energy is -2.1 eV. Its total charge is 0.

Run 2
Entry from the Open Molecules 2025 dataset: a 3-piece molecular cluster, C5H17NO2 overall (ωB97M-V/def2-TZVPD).

Positions of all 25 atoms, in Å:
1 O -0.70 2.41 -5.25
2 O 2.16 -4.62 2.37
3 N -0.56 2.69 -0.54
4 C -0.50 -0.94 0.72
5 C -1.84 -0.76 1.44
6 C 0.28 0.36 0.43
7 C -0.65 1.25 -0.59
8 C 1.75 0.02 0.26
9 H -2.68 -0.76 0.77
10 H 0.16 2.28 -4.83
11 H -0.09 2.91 0.33
12 H -0.40 0.80 -1.56
13 H 0.05 3.07 -1.26
14 H 1.89 -0.32 -0.77
15 H -1.90 0.15 2.11
16 H 1.38 -4.27 2.79
17 H 2.01 -0.86 0.83
18 H -2.07 -1.49 2.22
19 H 2.41 0.92 0.37
20 H -1.69 0.97 -0.32
21 H 0.15 0.90 1.37
22 H 2.93 -4.05 2.45
23 H -0.05 -1.71 1.37
24 H -1.26 2.51 -4.46
25 H -0.79 -1.46 -0.24

The HOMO energy comes out at -9.520 eV. Its LUMO energy is 0.5 eV. Its total charge is 0. As for the SMILES: CC[C@@H](C)CN.O.O.

Run 3
Entry from the Open Molecules 2025 dataset: a 3-piece molecular cluster, C5H17NO2 overall (ωB97M-V/def2-TZVPD).

Positions of all 25 atoms, in Å:
1 O -0.76 2.44 -0.57
2 O -0.69 1.23 2.78
3 N 0.25 -0.26 0.37
4 C -0.32 -1.52 -0.11
5 C -1.66 -0.84 -2.17
6 C 2.42 0.94 0.53
7 C -1.70 -1.35 -0.73
8 C 1.69 -0.40 0.57
9 H -0.39 -2.20 0.74
10 H -1.25 2.48 0.27
11 H 0.09 1.25 3.34
12 H 3.47 0.89 0.24
13 H -2.62 -0.45 -2.49
14 H 1.98 1.59 -0.23
15 H 2.16 -1.11 -0.13
16 H 0.15 2.46 -0.22
17 H 0.09 0.45 -0.35
18 H 2.25 1.47 1.47
19 H 0.30 -1.97 -0.89
20 H -1.34 -1.63 -2.85
21 H -0.53 0.57 2.08
22 H 1.87 -0.89 1.53
23 H -2.14 -2.35 -0.76
24 H -0.92 -0.04 -2.30
25 H -2.39 -0.75 -0.12

The HOMO energy comes out at -9.443 eV. Its LUMO energy is 0.8 eV. Its total charge is 0. As for the SMILES: CCCNCC.O.O.

Run 4
Entry from the Open Molecules 2025 dataset: a 3-piece molecular cluster, C5H17NO2 overall (ωB97M-V/def2-TZVPD).

Positions of all 25 atoms, in Å:
1 O 6.42 -1.83 1.57
2 O 5.59 -4.36 1.07
3 N -1.99 2.26 0.49
4 C -3.13 2.89 -0.15
5 C -1.20 -0.25 0.29
6 C -1.81 -0.23 -2.12
7 C -0.72 0.14 -1.13
8 C -2.16 0.85 0.82
9 H -3.98 2.85 0.52
10 H -3.52 2.53 -1.14
11 H -1.61 -1.22 0.06
12 H -0.38 -0.32 1.01
13 H -2.95 3.94 -0.33
14 H -1.63 -0.47 -3.18
15 H -2.35 -1.15 -1.84
16 H 0.21 -0.34 -1.42
17 H 5.82 -3.41 0.93
18 H -1.25 2.36 -0.19
19 H -3.17 0.48 0.61
20 H -2.56 0.56 -2.12
21 H 5.20 -4.26 1.94
22 H 6.46 -1.29 2.37
23 H -2.07 0.88 1.93
24 H 7.27 -1.81 1.09
25 H -0.47 1.20 -1.08

The HOMO energy comes out at -8.786 eV. Its LUMO energy is 0.6 eV. Its total charge is 0. As for the SMILES: CCCCNC.O.O.

Stability, lowest: run 1

Run 1
Entry from the Open Molecules 2025 dataset: a 3-piece molecular cluster, C5H17NO2 overall (ωB97M-V/def2-TZVPD).

Positions of all 25 atoms, in Å:
1 O 4.16 -0.77 -2.43
2 O 6.63 2.15 0.41
3 N 1.22 0.61 -0.06
4 C -3.25 -1.51 1.43
5 C -1.34 0.13 0.72
6 C -0.34 0.63 -0.39
7 C -3.21 -0.41 -0.88
8 C -2.33 -1.07 0.17
9 H -0.65 -0.07 1.42
10 H -1.92 1.00 1.02
11 H 1.42 -0.37 0.25
12 H -0.56 1.78 -0.46
13 H -3.31 0.57 -0.45
14 H -3.69 -0.66 1.92
15 H -0.53 0.01 -1.26
16 H -2.66 -2.05 2.21
17 H -1.47 -1.81 -0.31
18 H 4.77 -0.01 -2.71
19 H -3.96 -2.17 1.04
20 H 4.28 -0.73 -1.37
21 H 1.16 1.21 0.76
22 H 6.63 1.89 1.45
23 H -2.92 -0.61 -1.95
24 H -4.30 -0.73 -0.94
25 H 6.16 2.98 0.39

The HOMO energy comes out at -9.550 eV. Its LUMO energy is 0.6 eV. Its total charge is 0. As for the SMILES: CC(C)CCN.O.O.

Run 2
Entry from the Open Molecules 2025 dataset: a 3-piece molecular cluster, C5H17NO2 overall (ωB97M-V/def2-TZVPD).

Positions of all 25 atoms, in Å:
1 O 3.39 0.38 -0.88
2 O -1.69 -1.61 -2.03
3 N 0.28 0.34 -0.81
4 C -1.33 -1.42 2.13
5 C 0.03 1.41 1.41
6 C -0.23 1.18 -1.88
7 C -0.44 0.31 0.47
8 C -0.21 -1.07 1.15
9 H -0.34 0.66 -2.83
10 H 1.28 0.32 -0.69
11 H -1.14 1.67 -1.57
12 H -1.50 0.33 0.25
13 H -0.53 1.33 2.34
14 H 0.52 1.97 -2.00
15 H -0.26 -1.83 0.37
16 H -1.14 -2.33 2.70
17 H 4.27 0.75 -0.73
18 H 3.53 -0.24 -1.61
19 H 0.78 -1.09 1.61
20 H 1.11 1.43 1.55
21 H -0.18 2.37 0.95
22 H -1.62 -0.63 2.82
23 H -0.77 -1.84 -1.83
24 H -1.54 -0.77 -2.48
25 H -2.26 -1.61 1.60

The HOMO energy comes out at -8.123 eV. Its LUMO energy is 0.5 eV. Its total charge is 0. As for the SMILES: CC[C@@H](C)NC.O.O.

Stability, lowest: run 1